Record 1
Density functional theory data (ωB97M-V with the def2-TZVPD basis set) for a structure of composition C16H14Cl3GeIrN2O2Se in a non-equilibrium geometry.

Each line ends with the Löwdin charge.
Positions of all 40 atoms, in Å:
Ir  1.4475  -2.1003  0.1459  0.39
Cl  4.0211  -1.6656  -2.6908  0.02
Ge  3.6564  -1.8450  -0.5409  -0.44
Cl  5.0457  -3.4410  0.0259  0.01
Cl  4.7071  -0.0574  0.1961  0.00
C  -3.9235  0.0283  -3.0512  -0.06
C  -2.4290  -0.0394  -2.8628  -0.24
C  -1.6267  -0.5189  -3.8875  -0.06
C  -0.2506  -0.5973  -3.7322  -0.08
C  0.3265  -0.2235  -2.5351  -0.07
C  -0.4715  0.2387  -1.4980  -0.19
N  -0.3079  0.1602  1.0043  0.04
C  0.6527  0.7352  1.9900  -0.23
C  1.0651  2.0688  1.8864  -0.02
C  1.7307  2.7010  2.9211  -0.08
C  1.9604  2.0371  4.1166  -0.08
C  1.4836  0.7444  4.2533  -0.02
C  0.8036  0.0966  3.2270  -0.08
C  0.4059  -1.3198  3.5295  -0.48
O  0.7115  -1.8602  4.5587  0.10
O  -0.2512  -2.0423  2.6062  0.07
C  -1.8552  0.3749  -1.6499  -0.16
C  -2.7522  0.9616  -0.5827  -0.04
H  -4.1970  -0.2784  -4.0606  0.07
H  -4.3098  1.0370  -2.8885  0.07
H  -4.4413  -0.6283  -2.3466  0.08
H  -2.0871  -0.8333  -4.8178  0.10
H  0.3732  -0.9809  -4.5305  0.11
H  1.3943  -0.3230  -2.3818  0.07
H  -0.6911  -1.4876  1.9414  0.07
H  0.8947  2.5771  0.9490  0.11
H  2.0626  3.7251  2.7890  0.10
H  2.4941  2.5157  4.9281  0.10
H  1.6274  0.1905  5.1712  0.12
H  -2.1943  1.3554  0.2556  0.06
H  -3.4485  0.2108  -0.1957  0.09
H  -3.3547  1.7725  -1.0014  0.08
Se  0.5495  -3.6148  -1.2864  -0.06
N  0.2321  0.6679  -0.3086  0.01
C  0.9458  -0.3416  0.3536  -0.47

- HOMO level (spin up / spin down): -0.16886 / -0.16894 Ha
- Energy: -6841.47002 Ha
- ΔE to the lowest compared entry with this formula, charge and spin: 98.5 kcal/mol
- Charge: -1
- Spin multiplicity: 2
- Orbital gap (spin up / spin down): 0.244 / 0.225 Eh


Record 2
Density functional theory data (ωB97M-V with the def2-TZVPD basis set) for an isolated molecule of C16H14ClN3O3S3 in a non-equilibrium geometry.

Each line ends with the Löwdin charge.
Positions of all 40 atoms, in Å:
O  2.1215  -2.4439  -1.6722  -0.30
O  4.4371  -2.6584  -2.3196  -0.29
Cl  -8.9813  -1.7111  -0.7629  0.64
N  0.4622  1.5180  0.5623  -0.02
N  -0.6573  1.8147  1.2654  0.02
O  3.9100  -2.9067  0.0757  -0.14
S  -1.2067  -0.0865  -0.3896  1.08
S  -3.5143  -0.4109  2.2080  0.91
C  0.3840  0.5664  -0.3731  -0.58
C  -1.6013  1.0313  0.9056  -0.69
C  -6.2670  -2.1693  -0.2403  -0.10
C  -7.3754  -0.3559  0.9730  -0.10
C  -5.0825  -1.8753  0.4211  -0.10
C  -6.1622  -0.0451  1.5929  -0.11
C  3.1119  1.8247  -0.5878  -0.02
C  4.3972  2.2578  -0.3349  -0.02
C  5.1213  0.0000  -0.7529  -0.01
C  -7.4493  -1.4527  0.0495  -0.63
C  -5.0138  -0.8276  1.3509  -0.55
C  2.7571  0.5298  -0.9159  -0.25
C  5.4212  1.3485  -0.4241  -0.27
C  3.8017  -0.4268  -0.9767  -0.18
N  1.4619  0.2152  -1.2126  0.06
C  -2.9958  1.1744  1.4416  -0.44
C  6.8466  1.7536  -0.1781  -0.05
S  3.5099  -2.1693  -1.3156  0.69
H  4.2948  -3.6887  -0.3494  0.08
H  -6.3379  -2.9706  -0.9887  0.11
H  -8.2451  0.2674  1.2046  0.11
H  -4.1690  -2.4390  0.2522  0.11
H  -6.1821  0.8037  2.2967  0.12
H  2.3859  2.6214  -0.6052  0.11
H  4.5807  3.3224  -0.1502  0.13
H  5.9624  -0.7131  -0.8410  0.13
H  1.3142  -0.7015  -1.6738  0.11
H  -2.9686  2.0391  2.1202  0.09
H  -3.6726  1.4361  0.6138  0.09
H  7.1438  2.7426  -0.5374  0.08
H  7.4985  1.0320  -0.6657  0.07
H  6.9585  1.7535  0.9338  0.10

- Structure (SMILES): Cc1ccc(Nc2nnc(CSc3ccc(Cl)cc3)s2)c(S(=O)(=O)O)c1
- HOMO level: -0.31137 Ha
- Energy: -2662.80745 Ha
- ΔE to the lowest compared entry with this formula, charge and spin: 7.5 kcal/mol
- Charge: 0
- Orbital gap: 0.319 Eh


Record 3
Density functional theory data (ωB97M-V with the def2-TZVPD basis set) for an isolated molecule of C16H14F6N2O2S in a non-equilibrium geometry.

Each line ends with the Löwdin charge.
Positions of all 41 atoms, in Å:
O  -1.7427  -4.1129  0.8044  0.09
F  2.7488  2.8951  1.2403  0.17
F  2.0054  4.7310  0.5282  0.18
F  0.6812  3.3302  1.6142  0.15
F  0.6570  4.6379  -1.9141  0.16
F  -0.8796  3.8127  -0.5422  0.14
F  -0.3900  2.7889  -2.3372  0.13
N  0.8270  -1.0939  -0.5727  0.08
O  2.4634  2.5974  -1.4454  0.05
S  -0.6985  0.8052  0.3230  1.17
C  -0.8532  -3.3072  0.6098  -0.32
C  -0.3244  -0.8722  0.0384  -0.51
C  1.4765  0.1280  -0.8116  -0.11
C  0.8188  1.2532  -0.4043  -0.41
C  -5.3251  -0.7944  0.7966  -0.08
C  -4.5810  -0.4765  -0.3449  -0.07
C  -4.6968  -1.5012  1.8312  -0.06
C  -3.2506  -0.8801  -0.4709  -0.05
C  -3.3291  -1.8477  1.7192  0.00
C  -2.5887  -1.5413  0.5636  -0.26
N  -1.2205  -1.9358  0.4245  0.05
C  0.8069  -4.7866  1.8644  -0.06
C  1.0061  -4.6432  -0.6089  -0.06
C  1.6627  3.4520  0.7043  -0.56
C  0.1840  3.5121  -1.3315  -0.52
C  0.5941  -3.8601  0.6274  -0.34
C  1.2874  2.6887  -0.6155  -0.28
H  2.7655  3.4569  -1.7513  0.12
H  2.4526  0.1299  -1.3151  0.13
H  -6.3565  -0.5283  0.9020  0.09
H  -5.0293  0.0165  -1.1914  0.10
H  -5.1658  -1.7486  2.7846  0.10
H  -2.7428  -0.6545  -1.3907  0.11
H  -2.8557  -2.3058  2.5687  0.11
H  0.6793  -4.1925  2.7945  0.09
H  1.8099  -5.1792  1.8550  0.07
H  0.1112  -5.6342  1.9152  0.08
H  0.4643  -5.5820  -0.6069  0.08
H  0.7715  -4.0947  -1.5151  0.08
H  2.0685  -4.8210  -0.6023  0.08
H  1.3355  -3.1125  0.7301  0.09

- Structure (SMILES): CC(C)C(=O)N(c1ccccc1)c1ncc(C(O)(C(F)(F)F)C(F)(F)F)s1
- HOMO level: -0.32150 Ha
- Energy: -1875.50772 Ha
- ΔE to the lowest compared entry with this formula, charge and spin: 0.0 kcal/mol
- Charge: 0
- Orbital gap: 0.337 Eh


Record 4
Density functional theory data (ωB97M-V with the def2-TZVPD basis set) for a structure of composition C16H14N3O3SV in a non-equilibrium geometry.

Each line ends with the Löwdin charge.
Positions of all 38 atoms, in Å:
V  -0.3651  0.1762  0.1598  0.76
O  0.6054  1.7389  1.0934  -0.14
C  1.1210  2.7792  0.5512  -0.36
C  1.5543  3.8465  1.3930  -0.02
C  2.1300  4.9858  0.8969  -0.11
C  2.3355  5.1545  -0.4811  -0.13
C  1.9382  4.1451  -1.3217  -0.08
C  1.3256  2.9645  -0.8564  -0.14
C  0.9948  1.9812  -1.8545  -0.11
N  0.3312  0.9004  -1.6511  -0.08
C  0.1962  -0.0328  -2.7694  -0.20
C  -0.8751  -1.0706  -2.4530  -0.21
N  -0.7084  -1.5069  -1.0796  -0.07
C  -0.8771  -2.7250  -0.7388  -0.09
C  -0.7658  -3.2250  0.6145  -0.14
C  -1.0104  -4.6000  0.7889  -0.08
C  -0.9248  -5.2190  2.0124  -0.13
C  -0.5756  -4.4351  3.1209  -0.11
C  -0.3216  -3.0950  2.9924  -0.02
C  -0.4020  -2.4145  1.7406  -0.35
O  -0.1398  -1.1564  1.7108  -0.15
H  1.3991  3.7142  2.4559  0.11
H  2.4336  5.7670  1.5855  0.09
H  2.7946  6.0533  -0.8707  0.08
H  2.0909  4.2451  -2.3922  0.10
H  1.3661  2.1867  -2.8653  0.12
H  1.1543  -0.5420  -2.9254  0.12
H  -0.0553  0.5034  -3.6906  0.11
H  -0.7989  -1.9194  -3.1457  0.11
H  -1.8678  -0.6209  -2.5407  0.12
H  -1.1124  -3.4767  -1.5026  0.12
H  -1.2783  -5.1782  -0.0905  0.10
H  -1.1235  -6.2774  2.1145  0.08
H  -0.5045  -4.8948  4.1010  0.09
H  -0.0529  -2.4898  3.8487  0.11
O  -4.5670  1.6659  0.7520  -0.63
S  -3.1934  1.3067  1.1416  0.65
N  -2.2509  0.7646  0.1555  -0.51

- HOMO level (spin up / spin down): -0.10492 / -0.17868 Ha
- Energy: -2350.42389 Ha
- ΔE to the lowest compared entry with this formula, charge and spin: 0.0 kcal/mol
- Charge: -1
- Spin multiplicity: 4
- Orbital gap (spin up / spin down): 0.211 / 0.284 Eh


Record 5
Density functional theory data (ωB97M-V with the def2-TZVPD basis set) for an isolated molecule of C16H14N4O2 in a non-equilibrium geometry.

Each line ends with the Löwdin charge.
Positions of all 36 atoms, in Å:
O  1.5807  0.0524  -3.6213  0.08
C  0.7050  -0.5844  -3.0825  -0.47
N  0.8905  -1.4160  -2.0200  0.14
C  2.0676  -1.6661  -1.3118  -0.19
C  3.3225  -1.2025  -1.6992  0.00
C  4.4147  -1.5292  -0.9133  -0.06
C  4.2202  -2.3004  0.2220  -0.16
N  3.0297  -2.7408  0.5960  0.06
C  1.9871  -2.4334  -0.1461  -0.10
H  1.0324  -2.8117  0.2008  0.11
H  5.0443  -2.5808  0.8635  0.10
H  5.4017  -1.1879  -1.1842  0.10
H  3.4304  -0.6033  -2.5881  0.10
H  0.0714  -1.8645  -1.6292  0.13
C  -0.7511  -0.4975  -3.5314  -0.09
H  -1.2836  -1.4278  -3.3307  0.12
H  -0.7544  -0.3061  -4.6048  0.13
C  -1.4451  0.6748  -2.8264  -0.08
C  -1.5796  0.4611  -1.3662  -0.34
N  -1.5895  1.3583  -0.4364  0.22
C  -1.7550  0.6291  0.7142  -0.29
N  -1.8386  -0.6550  0.4814  0.14
O  -1.7299  -0.7816  -0.8725  0.00
C  -1.8304  1.2308  2.0285  -0.17
C  -1.7490  2.6156  2.1569  -0.03
C  -1.8284  3.1944  3.4092  -0.08
C  -1.9880  2.4001  4.5336  -0.08
C  -2.0676  1.0213  4.4073  -0.08
C  -1.9896  0.4327  3.1602  -0.02
H  -2.0498  -0.6377  3.0412  0.11
H  -2.1911  0.4057  5.2858  0.10
H  -2.0504  2.8557  5.5109  0.10
H  -1.7661  4.2678  3.5106  0.10
H  -1.6249  3.2164  1.2694  0.11
H  -0.8891  1.6006  -2.9825  0.14
H  -2.4472  0.8100  -3.2445  0.13

- Structure (SMILES): O=C(CCc1nc(-c2ccccc2)no1)Nc1cccnc1
- HOMO level: -0.32514 Ha
- Energy: -987.62149 Ha
- ΔE to the lowest compared entry with this formula, charge and spin: 38.1 kcal/mol
- Charge: 0
- Orbital gap: 0.340 Eh


Record 6
Density functional theory data (ωB97M-V with the def2-TZVPD basis set) for a structure of composition C16H14N4O7PtS3.

Each line ends with the Löwdin charge.
Positions of all 45 atoms, in Å:
Pt  0.2707  -0.3370  1.4926  0.90
C  -2.6984  -2.6726  -2.4025  -0.02
O  -2.4889  -1.2905  -2.0647  -0.02
C  -1.6468  -1.0970  -1.0476  -0.60
O  -1.0688  -1.9540  -0.4405  0.07
N  -1.6031  0.2698  -0.7774  0.05
N  -0.4640  0.7702  -0.0947  -0.09
H  -3.3775  -2.6622  -3.2481  0.09
H  -3.1402  -3.2004  -1.5601  0.10
H  -1.7526  -3.1384  -2.6692  0.10
H  -1.8711  0.8412  -1.5673  0.16
H  -0.7285  1.6682  0.3018  0.11
H  0.3072  0.8748  -0.7626  0.08
O  -1.1329  -0.6657  7.5001  -0.28
S  -0.6983  0.2992  6.5392  0.65
O  -0.4465  1.6467  6.9419  -0.27
N  -1.7387  0.3094  5.2282  -0.04
C  -1.1447  -0.1349  4.1814  -0.76
S  -1.7748  -0.1746  2.5732  0.67
C  0.2534  -0.5940  4.3649  -0.25
C  1.0852  -1.1414  3.4011  -0.22
C  2.4076  -1.4155  3.7405  -0.04
C  2.8554  -1.1540  5.0302  -0.03
C  2.0042  -0.6275  6.0004  0.01
C  0.7010  -0.3481  5.6369  -0.19
H  0.6433  -1.7654  2.5299  0.10
H  3.0742  -1.8457  3.0061  0.12
H  3.8832  -1.3710  5.2868  0.11
H  2.3584  -0.4404  7.0054  0.13
O  3.3150  0.9331  1.9887  0.08
C  3.2201  0.3324  0.9418  -0.51
N  2.1090  -0.3725  0.5304  -0.24
S  2.2626  -1.0231  -0.9686  0.65
O  1.3632  -0.3268  -1.8728  -0.32
O  2.1965  -2.4515  -0.9577  -0.27
C  3.9149  -0.4649  -1.2058  -0.22
C  4.7501  -0.6752  -2.2844  -0.03
C  6.0236  -0.1251  -2.2096  -0.06
C  6.4281  0.6002  -1.0906  -0.05
C  5.5711  0.7944  -0.0156  0.01
C  4.3034  0.2471  -0.0905  -0.13
H  4.4287  -1.2435  -3.1464  0.12
H  6.7125  -0.2634  -3.0322  0.11
H  7.4265  1.0160  -1.0621  0.11
H  5.8670  1.3540  0.8615  0.13

- HOMO level: -0.32557 Ha
- Energy: -2677.69827 Ha
- ΔE to the lowest compared entry with this formula, charge and spin: 6.1 kcal/mol
- Charge: 0
- Orbital gap: 0.294 Eh